This record from OMol25 describes one molecule with the formula C4H7Cl3Si. The level of theory is ωB97M-V/def2-TZVPD.

Bonds (Å) are listed after each position.
Element x y z (Å)
1 Cl -0.93 -1.98 2.43  C14 1.732
2 H -2.20 -1.54 0.50  C14 1.035
3 H 1.67 1.11 1.28  C11 1.127
4 Cl -1.47 -3.57 0.02  C14 1.794
5 H -1.41 1.11 -1.69  C13 1.025
6 H -0.08 -1.81 -1.48  Si9 1.505
7 C 0.16 0.85 -0.35  Si9 1.892, C11 1.570, C13 1.293
8 H 1.65 -1.49 0.29  Si9 1.534
9 Si 0.28 -1.04 -0.23  H6 1.505, C7 1.892, H8 1.534, C14 2.044
10 H -0.75 2.63 -0.94  C13 1.136
11 C 1.26 1.67 0.40  H3 1.127, C7 1.570, Cl12 1.818, H15 1.132
12 Cl 2.77 1.75 -0.61  C11 1.818
13 C -0.72 1.50 -1.03  H5 1.025, C7 1.293, H10 1.136
14 C -1.27 -1.94 0.74  Cl1 1.732, H2 1.035, Cl4 1.794, Si9 2.044
15 H 1.04 2.76 0.66  C11 1.132

Results
Spin multiplicity: 1
Energy (eV): -49704.8778
Net charge: 0